180
Properties=species:S:1:pos:R:3:forces:R:3:lowdin_charge:R:1 method="wB97M-V/def2-TZVPD" e_above_lowest_kj_mol=834.1 lumo_ev=0.4 e_homo_ev=-8.74 total_energy_ev=-86761.4223
C -9.37113 -0.80703 3.78150 -0.24 0.35 0.18 -0.106
O -9.44586 0.49097 4.36142 0.43 0.06 -0.90 -0.198
C -9.20209 0.50166 5.74157 0.33 0.35 -0.16 -0.254
C -9.31363 1.94682 6.30174 -0.22 -2.22 0.03 -0.175
N -9.17203 1.77435 7.78919 -0.52 2.26 -1.04 -0.038
C -9.04621 3.08976 8.46334 -0.98 -0.08 1.49 -0.205
C -9.05243 2.94250 9.99785 1.20 1.08 0.10 -0.229
O -7.72606 2.63956 10.39939 0.47 -1.01 -0.69 -0.219
C -7.48093 2.53857 11.78401 -0.36 0.11 -0.82 -0.105
H -9.28167 -0.71842 2.69879 -0.16 0.22 0.09 0.086
H -10.27904 -1.35625 4.03079 -0.11 -0.22 -0.04 0.085
H -8.51586 -1.39142 4.12076 0.22 0.11 0.26 0.083
H -8.18992 0.15233 5.94546 0.39 -0.21 0.00 0.113
H -9.86973 -0.23578 6.18717 -0.32 0.34 0.63 0.121
H -10.26125 2.31204 5.90584 -0.46 0.18 0.98 0.116
H -8.59750 2.58891 5.78896 0.62 0.00 0.32 0.109
H -8.29815 1.30114 7.96949 0.17 -0.23 -0.11 0.099
H -9.90189 3.75645 8.35642 -0.53 -0.46 -0.90 0.112
H -8.21405 3.71622 8.14209 0.46 -0.26 0.02 0.115
H -9.87008 2.32030 10.36176 0.33 -0.98 -0.14 0.121
H -9.25107 3.87391 10.52807 -0.38 0.75 -0.49 0.110
H -7.60593 3.52379 12.23326 -0.36 0.02 0.44 0.083
H -6.43382 2.26747 11.91884 -0.16 -0.27 -0.03 0.087
H -8.17227 1.77955 12.15011 0.18 0.06 0.77 0.089
C -4.83717 4.07618 3.94880 -0.78 0.28 -0.31 -0.093
O -4.71973 5.16390 3.00885 0.03 -1.18 1.48 -0.202
C -4.83705 6.44010 3.60490 -1.58 0.34 -2.21 -0.191
C -5.56143 7.29118 2.46758 1.12 1.50 1.15 -0.203
N -6.91880 6.93840 2.04498 1.24 -1.64 1.34 -0.080
C -7.36878 7.63712 0.87461 -1.86 -0.92 -0.08 -0.202
C -8.78729 7.04786 0.44815 0.97 0.38 0.42 -0.196
O -8.57112 5.70844 -0.03788 -0.75 0.61 0.87 -0.207
C -9.74230 4.89947 -0.28163 0.71 1.17 -0.77 -0.092
H -3.87461 3.66148 4.24812 -0.01 -0.22 -0.40 0.084
H -5.57154 3.38071 3.54246 0.71 -0.58 -0.53 0.084
H -5.37179 4.30716 4.87018 0.22 0.90 0.24 0.072
H -3.86727 6.85932 3.87303 0.15 0.21 -0.27 0.114
H -5.42800 6.39544 4.51971 -0.29 0.04 -0.06 0.109
H -4.93672 7.36506 1.57742 0.63 -0.48 -0.09 0.108
H -5.49789 8.30862 2.85342 -0.53 0.39 0.09 0.104
H -6.72242 5.99212 1.75156 -0.79 -0.68 0.00 0.096
H -6.73825 7.43472 0.00884 0.41 0.61 -0.19 0.115
H -7.43082 8.66974 1.21807 -0.17 0.30 -0.88 0.119
H -9.27151 7.69470 -0.28345 0.27 -0.06 -0.67 0.107
H -9.47680 7.11707 1.28950 0.11 -0.59 0.44 0.110
H -10.38784 5.40756 -0.99802 0.10 0.04 -0.55 0.075
H -10.44340 4.72527 0.53458 0.70 -0.26 0.71 0.082
H -9.29650 4.01492 -0.73652 -0.58 -0.21 0.27 0.089
C -0.52407 -2.57457 1.80077 0.68 -1.15 0.04 -0.087
O 0.43787 -3.03143 0.79360 -1.12 0.45 1.22 -0.191
C 0.86730 -2.01569 -0.09136 -0.42 0.12 0.12 -0.244
C 2.18889 -2.39978 -0.71191 0.55 -0.29 -0.58 -0.213
N 2.77210 -1.33442 -1.53438 0.48 0.65 0.85 -0.063
C 4.21430 -1.50883 -1.81071 -1.03 -0.65 -1.63 -0.215
C 4.77854 -0.33178 -2.59511 0.04 -0.39 -0.06 -0.189
O 4.00442 -0.03479 -3.80955 0.19 -2.14 2.58 -0.178
C 4.09369 1.24726 -4.25161 0.79 1.67 -0.59 -0.165
H -1.24455 -1.80018 1.53749 0.25 0.04 -0.71 0.082
H -0.03788 -2.26562 2.72612 0.52 0.36 -0.17 0.077
H -1.08693 -3.45021 2.12409 -0.09 -0.13 -0.39 0.078
H 0.87885 -1.06014 0.43293 0.38 0.19 -0.10 0.119
H 0.14170 -1.95459 -0.90246 -0.25 0.35 -0.17 0.121
H 1.99811 -3.24120 -1.37802 -0.08 -0.56 0.16 0.118
H 2.91085 -2.75914 0.02140 -0.07 0.26 0.25 0.121
H 2.35185 -1.41064 -2.44962 -0.20 0.41 -0.05 0.102
H 4.24312 -2.39417 -2.44587 0.69 -0.44 -0.11 0.112
H 4.86520 -1.69412 -0.95624 -0.40 0.17 0.29 0.121
H 5.81556 -0.54034 -2.85816 0.09 -0.34 -0.52 0.116
H 4.93482 0.40015 -1.80267 -0.93 1.30 -0.60 0.118
H 5.14397 1.52267 -4.34738 0.30 0.30 -0.17 0.084
H 3.63722 1.99569 -3.60386 -0.27 -0.04 0.26 0.090
H 3.64819 1.33411 -5.24260 -0.13 -0.17 0.04 0.089
C 0.40401 8.74708 -12.28123 -0.84 0.71 -0.49 -0.097
C 0.79921 7.45102 -11.56778 0.52 0.51 -0.92 -0.307
O 1.73063 7.71671 -10.52393 -0.05 -0.25 -0.01 -0.084
H 1.12744 9.55026 -12.14111 -0.02 -0.08 0.76 0.073
H -0.60771 9.08531 -12.05733 0.10 0.26 0.57 0.062
H 0.37216 8.75728 -13.37072 0.10 -1.00 -0.24 0.061
H 1.28411 6.86845 -12.35110 0.32 -0.44 0.47 0.104
H -0.01798 6.85623 -11.15973 -0.28 0.20 -0.28 0.109
H 1.20703 7.86572 -9.73321 0.16 0.09 0.14 0.079
C 9.91107 -7.99022 -6.79602 -1.48 -0.68 -0.51 -0.089
C 8.56090 -7.28198 -6.51925 1.15 -0.44 0.35 -0.310
O 8.90830 -6.08998 -5.81574 -0.87 0.05 -0.29 -0.089
H 10.35373 -7.41695 -7.61059 0.58 0.01 0.26 0.070
H 9.73003 -8.98360 -7.20653 0.02 -0.15 -0.10 0.065
H 10.54608 -8.12493 -5.92040 -0.08 0.43 -0.06 0.075
H 7.81094 -7.82921 -5.94812 0.47 -0.11 0.53 0.106
H 8.04644 -7.13767 -7.46931 0.12 0.58 -0.26 0.100
H 9.58265 -5.67769 -6.36060 0.10 0.32 0.10 0.072
C 5.80671 8.65575 -1.31599 -0.75 -0.06 -0.44 -0.100
C 6.47725 8.33724 0.02697 -0.46 1.20 -3.15 -0.343
O 5.40179 8.07930 0.87626 0.71 -0.75 1.21 -0.064
H 4.98225 7.97376 -1.52397 0.09 -0.35 0.21 0.069
H 6.37974 8.67791 -2.24295 0.54 0.16 0.34 0.069
H 5.30628 9.61485 -1.18260 0.10 0.19 -0.19 0.070
H 6.97718 9.28385 0.23214 0.60 -0.30 0.81 0.105
H 7.14857 7.48356 -0.06614 0.21 0.10 0.19 0.112
H 5.86515 7.44215 1.42484 -1.05 -0.21 1.02 0.081
C 0.65101 -6.77171 10.91095 -0.58 -0.46 -2.55 -0.068
C -0.47916 -7.29219 9.94018 2.32 -1.25 -0.01 -0.359
O -1.70582 -7.20854 10.53107 -1.83 0.84 1.11 -0.072
H 0.73198 -7.38646 11.80739 -0.54 0.56 0.35 0.072
H 0.44838 -5.70098 10.93485 0.32 -0.04 1.07 0.075
H 1.61345 -6.92546 10.42291 0.10 0.20 -0.15 0.064
H -0.34672 -8.35470 9.73610 0.70 -0.28 -0.26 0.099
H -0.49475 -6.81825 8.95873 0.10 0.46 0.21 0.111
H -1.51283 -7.36107 11.45902 -0.59 -0.02 0.23 0.079
C 9.52230 -7.29571 0.98347 1.87 -1.33 -0.06 -0.080
C 10.68903 -6.36710 0.41359 -2.15 -0.62 1.91 -0.298
O 9.98805 -5.26968 -0.08908 0.75 1.14 -1.16 -0.088
H 9.16882 -7.05884 1.98699 0.57 0.28 0.07 0.063
H 9.96601 -8.29127 0.97345 -0.12 -0.41 0.64 0.053
H 8.58853 -7.46364 0.44682 0.31 0.77 -0.89 0.062
H 11.44063 -6.82735 -0.22779 -0.61 -0.32 -0.72 0.102
H 11.32548 -6.02629 1.23022 -0.34 0.16 0.35 0.102
H 9.66620 -5.56185 -0.94504 -0.27 0.32 -0.15 0.084
C -5.11359 -2.21427 10.33207 -1.64 -1.32 -0.80 -0.067
C -6.36980 -3.12140 10.80440 3.13 1.11 -0.69 -0.298
O -5.91339 -3.80418 11.90083 0.12 -0.82 3.54 -0.110
H -4.22186 -2.84109 10.33546 0.00 -0.12 -0.04 0.056
H -4.89312 -1.34452 10.95096 -0.48 -0.06 0.02 0.063
H -5.32243 -1.95895 9.29318 0.31 0.54 -0.05 0.054
H -6.55384 -3.99175 10.17453 -0.97 1.17 -1.50 0.110
H -7.16155 -2.43636 11.10765 -0.39 -0.60 -0.31 0.110
H -5.17582 -4.37639 11.67691 -0.06 0.11 -0.18 0.083
C 5.14305 1.34897 -13.27803 -1.61 -0.26 -0.60 -0.085
C 4.87255 0.66373 -14.63433 0.54 -0.84 1.34 -0.348
O 4.53939 1.60071 -15.61661 -0.66 0.08 -0.55 -0.068
H 5.77134 2.20564 -13.52188 0.21 -0.06 0.87 0.072
H 5.36546 0.70952 -12.42378 1.22 -0.21 -0.43 0.069
H 4.15946 1.64706 -12.91501 -0.09 0.97 -0.33 0.066
H 4.04572 -0.03908 -14.53186 -0.36 0.30 -0.13 0.107
H 5.69421 -0.01063 -14.87560 0.46 0.31 -0.51 0.101
H 5.27169 2.10686 -15.97598 0.31 -0.27 0.34 0.086
C -3.03108 3.03534 -1.42322 -0.21 0.94 -0.69 -0.085
C -1.70783 3.56553 -1.98511 -0.93 -1.14 -1.25 -0.365
O -1.38693 4.83126 -1.54933 0.37 0.96 0.74 -0.056
H -3.07688 2.95682 -0.33702 0.43 -1.03 0.00 0.070
H -3.34538 2.22236 -2.07770 0.09 -0.73 0.86 0.074
H -3.84792 3.74216 -1.56912 0.19 0.59 -0.44 0.069
H -1.80481 3.62102 -3.06938 -0.30 0.26 -0.20 0.107
H -0.88926 2.84900 -1.91713 0.20 -0.19 0.80 0.104
H -1.59430 4.84040 -0.61205 0.16 0.35 0.19 0.083
C 1.74546 -4.38038 -8.88705 -0.27 0.08 -2.21 -0.107
C 2.12158 -3.80229 -7.56729 -0.01 -1.09 0.21 -0.351
O 1.71981 -2.47111 -7.40193 0.01 0.68 -0.06 -0.061
H 1.71924 -5.46646 -8.97559 0.31 -0.10 0.58 0.073
H 2.39525 -4.03994 -9.69326 0.33 0.07 0.02 0.069
H 0.76778 -4.08531 -9.26810 -0.31 0.28 0.57 0.076
H 3.20537 -3.82678 -7.45380 0.04 -0.52 0.21 0.115
H 1.62671 -4.44679 -6.84079 0.24 0.16 0.61 0.107
H 2.52302 -2.02163 -7.12910 -0.33 0.45 0.07 0.079
C 10.22039 -2.33634 -10.97012 0.60 0.49 0.26 -0.074
C 10.59224 -1.45444 -9.79695 -0.29 1.65 -0.32 -0.384
O 11.21183 -2.11769 -8.78241 1.08 -2.05 2.27 -0.069
H 9.32887 -2.91171 -10.72062 -0.11 0.18 -0.34 0.074
H 11.01926 -3.04470 -11.18953 0.09 0.10 -0.05 0.073
H 10.11599 -1.64251 -11.80427 -0.51 -0.45 -0.32 0.073
H 9.70683 -0.96841 -9.38716 -0.45 -0.02 -0.13 0.107
H 11.27319 -0.61947 -9.96192 -0.24 0.26 -1.38 0.112
H 12.06652 -1.72112 -8.59845 -0.17 -0.19 0.02 0.088
C -6.37472 -10.03365 6.04680 -0.92 -0.10 0.26 -0.088
C -6.47154 -10.69579 4.66936 0.05 -0.24 0.23 -0.318
O -7.35556 -10.01868 3.76717 0.50 0.34 0.46 -0.083
H -7.27828 -10.14950 6.64535 -0.35 -0.15 -0.26 0.066
H -6.22705 -8.95384 6.02929 0.35 -0.06 -0.42 0.073
H -5.61597 -10.49592 6.67822 0.32 0.00 -0.36 0.070
H -6.83652 -11.72203 4.71084 0.02 -0.20 0.62 0.104
H -5.45403 -10.79062 4.29012 0.12 0.35 -0.43 0.100
H -7.27716 -10.47480 2.92609 -0.09 0.06 -0.10 0.075
C 5.97648 0.84097 4.31098 0.18 -0.77 -2.33 -0.090
C 6.18388 2.06288 3.36160 0.12 -1.84 2.17 -0.323
O 6.47960 3.06111 4.25990 -0.46 3.46 0.62 -0.096
H 5.21306 0.95267 5.08093 0.08 0.64 -0.22 0.074
H 6.90940 0.51545 4.77120 -0.02 -0.11 -0.10 0.067
H 5.59635 0.11154 3.59577 0.15 -0.99 0.46 0.060
H 5.22345 2.16186 2.85574 0.12 0.94 0.02 0.110
H 6.99784 2.03804 2.63706 -0.14 -0.89 -0.28 0.109
H 7.32235 2.96434 4.70936 -0.02 -0.44 -0.35 0.089

***

18
Properties=species:S:1:pos:R:3:forces:R:3:lowdin_charge:R:1 method="wB97M-V/def2-TZVPD" e_above_lowest_kj_mol=95.8 lumo_ev=4.4 smiles=C[C@@H](N)CNC[O-] total_charge=-1 e_homo_ev=-2.83 total_energy_ev=-9353.4974
C -1.73454 -0.46059 0.84646 -0.03 0.56 0.11 -0.111
C -1.09071 0.42546 -0.22660 -0.41 -0.76 -1.32 -0.468
N -0.65945 1.68101 0.33242 0.62 0.23 0.48 0.004
C -0.02760 -0.42372 -1.10188 -1.23 1.11 1.69 -0.244
N 1.34785 0.02553 -1.00314 -0.16 -0.05 0.23 -0.102
C 2.05216 -0.22765 0.40840 -0.74 -0.29 -0.55 -0.511
O 1.36963 0.00732 1.50226 -0.45 0.43 -0.04 -0.302
H -1.01247 -0.66014 1.63770 0.05 -0.06 0.03 0.060
H -2.10513 -1.40341 0.43465 0.12 0.03 -0.09 0.058
H -2.60033 0.07839 1.24930 0.11 -0.08 0.15 0.059
H -1.92892 0.64443 -0.91432 0.23 0.05 -0.11 0.100
H 0.03990 1.40029 1.03975 0.04 0.08 -0.09 0.039
H -0.09625 2.19239 -0.35132 -0.23 -0.29 0.04 0.057
H -0.37059 -0.33292 -2.13924 0.21 -0.33 0.02 0.086
H -0.23200 -1.41695 -0.68307 0.46 -0.54 -0.52 0.082
H 1.82229 -0.63336 -1.62158 0.38 0.39 0.02 0.058
H 2.28282 -1.31402 0.31119 0.64 -0.20 -0.01 0.067
H 2.94334 0.41796 0.27904 0.38 -0.27 -0.06 0.068